Record 1
30
Properties=species:S:1:pos:R:3:forces:R:3 method="wB97M-V/def2-TZVPD" charge=0 homo_energy_ev=-7.40 lumo_energy_ev=0.90 total_energy_ha=-522.0990 homo_lumo_gap_ev=8.297 de_lowest_kj_mol=318.5
C -1.122438 -0.392448 -1.114018 -0.5 0.3 2.9
C -0.055029 -0.597030 -1.928801 -0.9 0.3 -0.1
C -2.271956 0.193070 1.962523 -0.3 -2.1 -1.0
H 1.410133 -2.235820 -1.028078 0.1 -0.9 2.0
H -1.910944 0.102614 2.968059 0.3 0.0 0.5
H -0.095821 3.833826 0.395292 0.2 -0.1 -0.1
H -1.607035 2.852491 2.315585 1.0 -0.8 -1.8
H 0.664477 -1.651109 0.546776 1.2 -1.3 -0.9
C -1.464064 1.000070 1.049929 -1.1 2.1 2.3
H -2.319960 -0.800620 1.501837 0.2 -0.3 0.5
C 1.423896 -2.417315 0.115209 0.0 1.0 1.0
H -3.303533 0.438325 1.981262 -1.1 0.8 0.2
H 1.580473 0.115857 -2.756104 0.9 0.9 0.0
H 1.458017 2.500386 -1.694054 0.5 0.4 -0.2
H 2.851110 -0.829802 0.668949 -0.1 0.9 -0.9
H 0.247824 -4.276266 0.101189 -2.0 -1.4 -1.0
C 0.990614 -3.878862 0.679233 2.0 5.0 3.6
H 0.756773 -3.674786 1.878211 -0.1 -0.7 -3.2
H -2.006279 -0.949981 -0.804446 0.5 -0.9 -0.8
C 2.833839 -1.900892 0.683488 -0.5 -0.2 -0.5
N -0.555290 2.944324 0.347053 0.4 -2.7 -1.3
H 3.000272 -1.963162 1.745710 -0.4 -1.1 0.7
C 0.782315 1.717708 -1.453828 -0.4 -2.0 -1.3
H 1.898837 -4.397069 0.750998 1.0 -1.5 -0.4
C -0.277858 1.841143 -0.596731 0.9 2.7 1.6
H 3.787212 -2.228749 0.221084 -0.8 -0.2 -0.1
C -1.198118 2.320661 1.378272 -1.1 0.0 1.0
C -0.951322 0.688464 -0.205984 -1.0 1.1 -1.0
C 0.858726 0.429399 -2.022196 1.5 1.0 -1.2
H 0.183850 -1.470218 -2.504213 -0.6 -0.3 -0.3



Record 2
30
Properties=species:S:1:pos:R:3:forces:R:3 method="wB97M-V/def2-TZVPD" charge=0 homo_energy_ev=-7.97 lumo_energy_ev=0.97 total_energy_ha=-522.1876 homo_lumo_gap_ev=8.942 de_lowest_kj_mol=85.7
H -1.771207 2.125021 2.386558 0.7 -0.4 -0.2
H -0.607914 -0.606225 5.648219 0.1 0.2 0.0
C -0.018802 -0.236813 -0.223592 0.5 -1.3 -1.1
H -2.766445 0.773272 2.849081 0.3 -0.3 0.0
C 1.055787 0.502316 0.220993 -0.2 0.7 0.1
H -2.224083 0.061119 5.391390 0.0 -0.2 0.1
H -0.346029 1.501321 4.531258 0.7 0.0 -0.3
C -1.338195 -0.329959 4.883753 -0.1 0.1 0.3
H 2.908072 1.482594 -0.230822 0.1 0.4 -0.2
H -1.585189 -1.916212 -1.796899 -0.1 0.0 -0.5
C 1.072432 -0.318356 -2.429837 -0.6 0.5 -0.4
C 1.567051 -0.633175 -4.954847 -0.1 -0.3 -0.6
H -1.587262 -1.281943 4.410191 -0.2 0.2 -0.3
H -1.124234 -1.948102 -4.283846 0.4 -0.2 -0.5
C -0.793778 0.736207 3.902371 -0.8 -1.0 0.9
H 0.925134 -0.075260 -5.638783 0.3 0.1 -0.1
C -1.954259 1.415003 3.197257 -0.8 1.0 -0.1
C 0.793864 -0.901098 -3.718194 -0.4 0.2 0.2
C -0.411889 -1.513576 -3.605328 -1.1 0.0 1.5
H -0.087660 0.158013 3.312668 0.3 0.7 -0.5
H -2.416473 2.095659 3.928028 -0.1 -0.4 0.1
H 1.862461 -1.546900 -5.474439 -0.1 0.0 0.1
C 2.068346 0.964782 -0.659124 -1.0 -1.0 0.2
C 2.036923 0.571341 -1.988006 1.4 0.4 0.7
C 0.009609 -0.622596 -1.576450 -0.1 0.0 0.4
N -0.937269 -1.320254 -2.290477 1.1 0.0 -0.4
H 2.482714 -0.076803 -4.778539 0.0 0.2 0.1
H 1.065341 0.838380 1.249035 0.2 -0.2 0.1
H -0.725031 -0.826717 0.351964 -0.2 0.9 0.7
H 2.847985 0.928962 -2.613593 -0.1 -0.2 -0.2



Record 3
32
Properties=species:S:1:pos:R:3:forces:R:3 method="wB97M-V/def2-TZVPD" charge=+1 homo_energy_ev=-12.82 lumo_energy_ev=-4.08 total_energy_ha=-651.9022 homo_lumo_gap_ev=8.737 de_lowest_kj_mol=312.7
C 1.594713 0.642448 0.043947 3.5 0.3 1.9
H 2.230313 2.581800 0.508099 0.0 1.6 -0.7
H -0.216947 2.862418 -0.686262 -0.3 -0.9 0.8
H 2.679229 0.114721 -0.069809 -2.0 1.5 0.3
C -0.360799 -1.321397 -1.698790 0.9 0.5 1.6
H -1.550437 -2.084114 -3.194501 0.2 -1.0 1.0
C -0.998482 -2.370411 -2.261913 0.1 -0.8 -2.5
H -1.393045 -4.477756 -2.244599 0.7 0.4 0.0
C -2.400486 0.751107 -0.515540 -3.7 2.7 0.9
C 1.577688 1.906120 0.979338 -0.3 -3.5 1.4
C 0.821408 -0.487968 0.428655 -0.4 -0.3 -1.0
H 1.031105 -0.047117 2.355082 0.2 0.5 0.4
C -0.778464 2.363859 0.168662 -0.7 4.4 0.1
H -2.090249 -1.104893 -0.560175 -0.4 0.1 0.1
H 2.150338 1.646365 1.866316 0.3 -0.1 0.4
C 0.381445 -1.521142 -0.504822 -0.3 -1.1 0.1
H 0.272052 3.314637 1.739770 -0.1 2.1 1.1
O -2.853607 -0.496342 -0.596579 0.5 -0.4 -0.4
H -0.426922 1.732179 2.184074 1.3 0.4 -0.4
H 0.069012 -4.862612 -0.209280 -0.2 -0.2 -0.4
H 1.264702 -3.226147 0.630536 0.8 0.6 1.6
N -1.261902 1.100988 -0.162102 1.0 -2.0 -0.1
N 0.656141 -0.673280 1.677204 -0.9 -2.0 1.4
H -1.626025 3.198624 0.327215 1.4 -1.9 0.0
H -0.635676 -0.408290 -2.180464 0.6 1.0 0.5
C -0.779025 -3.665298 -1.821277 -2.4 -0.9 0.2
C 0.172583 2.331680 1.443855 -1.5 -1.5 -3.0
C -0.085478 -3.886402 -0.649193 -0.1 -1.1 -1.1
H 0.175904 -1.518403 2.011457 0.3 0.6 -0.1
C 0.543925 -2.859054 -0.041099 -0.1 1.6 -0.9
H -3.352442 1.489319 -0.601328 2.3 -1.4 -0.1
H 1.335566 0.944814 -0.885660 -0.7 0.7 -3.2



Record 4
32
Properties=species:S:1:pos:R:3:forces:R:3 method="wB97M-V/def2-TZVPD" charge=+1 homo_energy_ev="-9.95 / -12.84" multiplicity=3 lumo_energy_ev="-2.91 / -4.68" total_energy_ha=-651.7611 homo_lumo_gap_ev="7.038 / 8.154" de_lowest_kj_mol=161.3
C -1.543357 -0.129202 0.790246 1.1 -3.6 -2.5
C 3.723110 0.898124 1.063577 -1.0 2.0 2.0
O -1.858850 1.962654 -0.570469 -2.1 -0.4 -1.2
H 0.028791 2.828355 -0.583809 -0.5 -0.6 -0.7
H -3.370761 -2.461132 0.797507 2.2 -0.2 -1.6
H 2.475941 -1.810290 -1.155224 -1.4 -2.9 -2.3
H -2.666807 3.683073 0.264047 -0.4 0.0 -0.1
C -2.413763 2.667963 0.544377 1.9 -0.4 0.2
H 0.089423 -1.553585 -1.486191 0.5 -0.1 -3.8
H -3.243450 2.012590 0.836147 0.0 0.9 0.2
C 4.590036 0.161746 0.311028 1.7 1.5 0.4
C 4.171588 -0.845472 -0.479593 -0.6 -1.5 -1.3
C -0.686908 2.170326 -1.138847 1.8 1.6 -1.2
H -1.756847 -3.208142 1.122253 -0.4 0.8 -1.1
H -2.398715 0.163943 1.293846 -1.2 0.8 1.0
H -2.389199 -3.383906 -0.611278 -0.3 1.1 1.6
C -1.601435 -1.383423 -0.198656 -1.9 0.5 1.7
N -0.352882 0.344300 0.797355 0.2 0.3 1.4
H 5.595928 0.547702 0.377053 0.5 -0.8 -0.2
C 2.367378 0.735780 1.017221 0.4 -0.8 -0.2
N -0.186877 -1.552193 -0.578290 0.4 -0.7 5.3
H 4.870576 -1.507940 -1.003895 -0.3 0.4 0.2
C 0.500853 -0.377966 0.136007 1.5 -0.7 -0.9
H 1.626112 1.124215 1.719787 0.6 0.4 -0.4
C 1.943568 -0.220971 0.087394 -2.9 0.1 1.0
H -0.594419 2.069476 -2.291155 -0.4 0.1 2.2
C -2.314943 -2.659297 0.289234 -0.5 -1.5 1.0
H 4.067364 1.655391 1.780201 0.3 -0.4 -0.4
H 0.199399 -2.424591 -0.111785 -0.5 0.9 -0.8
C 2.791853 -1.037726 -0.612907 2.4 2.3 1.8
H -2.202268 -1.109983 -1.028870 -0.1 0.7 -1.2
H -1.604449 2.718740 1.320877 -0.9 0.0 -0.3



Record 5
36
Properties=species:S:1:pos:R:3:forces:R:3 method="wB97M-V/def2-TZVPD" charge=0 homo_energy_ev=-8.52 lumo_energy_ev=0.61 total_energy_ha=-932.6607 homo_lumo_gap_ev=9.129 de_lowest_kj_mol=159.2
H 0.100269 2.125675 1.201313 -0.1 0.1 -0.1
O 2.038326 -1.370288 0.327266 0.2 0.0 0.1
N -0.099403 -1.089454 -1.326083 0.0 -0.7 0.0
H 4.045876 2.966426 -1.175957 0.0 0.0 0.0
C 3.088563 3.120270 -0.664998 0.1 0.1 0.0
H -1.709873 -2.636222 2.590567 -0.1 0.2 0.0
N -1.820602 -2.225808 0.536918 0.3 -0.3 0.4
H 1.420415 1.173042 3.388791 0.2 0.2 0.1
C -1.584283 0.435851 -2.573310 0.2 0.0 0.1
O -0.995263 0.379507 1.354452 -0.4 -0.1 -0.3
H -3.033116 -1.828773 -2.516223 0.0 0.0 0.1
H 3.766356 0.564722 -0.728967 -0.1 0.0 0.1
C 1.878888 -0.359935 -0.315019 0.2 0.2 0.2
H -2.607471 0.396449 -2.932053 0.0 0.0 0.0
H -1.502067 1.252866 -1.854733 0.0 0.1 0.0
C -2.752261 -1.882729 -0.375681 0.1 -0.4 -0.5
H 0.780096 0.766988 -1.616742 0.0 -0.2 0.2
H 3.061406 0.988821 0.846696 -0.1 -0.1 -0.1
H 3.282393 3.355668 0.387591 0.0 0.0 0.0
H -1.742128 -2.932101 -1.959111 0.0 0.0 -0.1
C -1.932772 -1.803322 1.919070 -0.2 0.2 -0.1
O -3.885110 -1.545826 -0.116890 -0.4 0.3 0.1
H 2.556148 3.946806 -1.131220 0.1 0.0 0.0
H -2.969994 -1.481999 2.066168 0.2 -0.1 0.1
H -0.923971 0.652893 -3.414178 0.0 0.1 -0.1
C 0.613179 0.721222 2.849545 -0.2 0.4 -0.4
N 0.871996 -0.157726 -1.202045 -0.6 0.7 -0.7
C -0.030058 1.221050 1.762181 0.6 0.3 0.5
C -0.977092 -0.685555 2.187606 0.3 -0.5 0.7
C -2.211259 -1.959861 -1.815912 -0.2 0.0 0.3
C -1.198844 -0.860262 -1.921565 0.5 0.4 -0.2
C 2.828803 0.831758 -0.215738 0.2 -0.2 0.2
C 0.000202 -0.525572 3.124003 -0.5 -0.2 -0.4
H 0.253596 -1.207724 3.908472 0.0 -0.2 0.1
H -0.871552 -2.335223 0.192226 -0.1 0.1 0.0
O 2.260607 1.988365 -0.786442 -0.2 -0.2 0.0



Record 6
36
Properties=species:S:1:pos:R:3:forces:R:3 method="wB97M-V/def2-TZVPD" charge=0 homo_energy_ev=-8.48 lumo_energy_ev=-0.23 total_energy_ha=-1178.0934 homo_lumo_gap_ev=8.249
C 1.491567 1.900137 -0.851594 0.4 0.3 0.2
H -0.335922 2.638555 -1.901300 0.5 -1.7 0.9
C 3.334452 1.801280 1.048956 3.0 0.1 1.5
H -0.107478 0.829841 -2.119159 0.2 1.2 1.7
H -1.723093 -1.976229 -0.916985 -1.6 1.2 1.4
H 4.249855 -0.022170 -0.778381 0.4 -0.6 -0.5
N -2.953270 -0.212790 0.071706 -0.7 -2.1 0.7
N 4.431106 2.069465 1.490753 -5.9 -1.3 -2.6
C -4.035203 -1.473699 1.861103 2.5 1.6 -3.5
C -3.146712 -2.464498 1.018852 0.1 4.6 -1.2
C -3.862893 -0.075365 1.200541 1.1 -4.0 -0.1
C 1.759366 -0.311293 0.714246 2.0 0.9 1.8
C -0.030199 1.674691 -1.325618 0.0 0.8 -0.2
C -2.464439 0.899361 -0.833631 0.9 -0.8 0.7
N 3.410677 -1.104549 2.878779 -4.3 2.3 -4.8
C -2.465638 -1.594514 -0.116706 -3.0 -0.8 4.2
H 2.217282 1.447976 -1.615699 -1.0 0.7 0.9
C 1.858051 1.295441 0.592436 0.3 1.0 1.0
H -1.387568 2.546599 0.293257 0.8 -1.9 -0.4
H -2.992367 -3.586787 1.212474 -0.3 2.2 -0.5
P 2.446896 -1.282293 -0.758922 0.8 -5.9 -0.9
H 1.146310 1.733459 1.401114 1.3 -0.6 -1.4
C 2.668516 -0.724685 1.997127 2.3 -1.9 2.0
H -4.666853 -1.709491 2.793824 1.2 0.5 -1.9
N 2.435687 -2.839175 -0.309742 -0.9 2.6 -1.1
H -2.193592 0.360891 -1.826443 -0.6 1.2 1.6
H 0.581388 -1.594737 -2.014485 1.4 0.4 0.1
O 1.479613 -1.201014 -2.178954 0.5 1.1 1.9
H 1.725968 3.036215 -0.808940 -0.4 -2.0 0.0
H -0.819715 0.751216 0.672649 -0.3 1.3 -1.1
H 0.715307 -0.721183 0.940279 1.4 0.7 -0.6
H -3.254971 1.705397 -1.012761 1.0 -1.3 0.3
H 1.820820 -3.330707 -0.989649 0.7 0.2 0.7
O 4.069054 -0.919693 -1.154285 -3.6 1.6 1.2
H -4.297835 0.949154 1.463491 0.8 -1.9 -0.5
C -1.104167 1.505179 -0.138341 -1.0 0.2 -1.5



M in g mol⁻¹, matching the order above: 175.275; 175.275; 205.281; 205.281; 267.285; 280.268